Record 1
Below is a molecular structure, C22H35BrCoO2P2 in a non-equilibrium geometry, with properties calculated with ωB97M-V/def2-TZVPD.

Last column: natural (NBO) charge in e.
Geometry (Å):
1 H 1.05954 -1.37701 0.13657  0.27
2 C -1.04594 -3.24445 -2.58360  -1.00
3 C 0.43960 2.44495 4.65148  -0.24
4 H -0.80728 -3.81069 -3.49917  0.26
5 H -0.28000 1.74662 -3.48484  0.29
6 C -0.53672 0.23985 4.91177  -0.23
7 C -0.78108 0.18382 3.53576  -0.14
8 C -0.03250 -0.29703 -3.20675  -0.71
9 P 0.26289 -2.11168 -2.18496  1.31
10 H -0.86603 -0.58332 5.55856  0.21
11 C 1.62135 -0.70127 -6.76204  -0.45
12 H -1.10794 -3.91351 -1.70778  0.25
13 O -2.16701 1.47397 1.17967  -0.70
14 H 0.90181 3.33710 5.07842  0.22
15 H 1.18952 1.98511 -5.09890  0.20
16 H -1.30777 2.19554 -4.96949  0.20
17 C -1.76840 0.78284 -6.57465  -0.45
18 H 0.72251 -0.48896 -3.97796  0.22
19 H 1.35060 1.39616 -2.89568  0.21
20 C -1.96136 2.68070 -1.47764  -1.06
21 H -0.74738 -1.61469 0.11785  0.29
22 H 1.21573 -2.28189 -5.27859  0.19
23 H -1.25799 -2.08752 -5.28162  0.20
24 C 0.08412 1.36402 5.47363  -0.26
25 H 2.59456 -1.75698 -2.56196  0.26
26 H 1.02605 3.84896 -0.03640  0.29
27 H 1.94808 -3.06500 -3.61488  0.25
28 C 0.71277 -1.50472 -5.86664  -0.20
29 H 0.36186 -2.99600 -0.09026  0.26
30 Br 0.33263 4.02160 2.29118  0.02
31 C 1.21058 0.78299 -6.94891  -0.45
32 C 0.15686 2.40794 3.28404  -0.09
33 H -2.01911 3.65769 -1.96563  0.24
34 C -0.62909 -1.44896 -5.92565  -0.21
35 H 2.64834 -0.73299 -6.36266  0.21
36 Co -0.01721 -0.13221 -1.34041  0.05
37 H -1.27113 -0.68308 3.09777  0.20
38 C -1.37658 -0.66271 -6.97709  -0.45
39 C -0.96084 1.35716 1.31170  0.52
40 C 0.21724 -1.92994 -0.33621  -1.04
41 H -2.30461 -1.21181 -7.19245  0.22
42 H -0.82790 -0.64109 -7.93245  0.21
43 H 1.66671 -1.16485 -7.76287  0.22
44 H -1.02833 -0.38956 -3.66555  0.24
45 P -0.27833 2.21709 -1.19621  1.79
46 H -2.77070 0.76800 -6.11842  0.21
47 C 1.91550 -2.62529 -2.60627  -0.98
48 C 0.97688 3.47977 -1.06828  -1.04
49 H -2.45788 1.94888 -2.12605  0.27
50 H 1.95670 3.06404 -1.33566  0.26
51 H 2.19340 -3.36095 -1.83497  0.25
52 H 0.61782 0.89177 -7.87247  0.21
53 H 0.26233 1.43661 6.55220  0.21
54 C 0.27908 1.18902 -2.72499  -0.82
55 H -2.49368 2.71077 -0.52708  0.33
56 H 0.77684 4.33172 -1.72827  0.25
57 O -0.10898 1.31022 0.18602  -0.87
58 H -2.00081 -2.70464 -2.71391  0.27
59 H -1.86028 1.37774 -7.50088  0.22
60 C -0.82064 1.46214 -5.62707  -0.20
61 C -0.39813 1.25225 2.68789  -0.20
62 H 2.12791 1.36397 -7.13236  0.22
63 C 0.51970 1.41508 -5.76452  -0.20

Values from the calculation:
frontier orbital gap (spin up / spin down) = 3.272 / 6.841 eV
total charge = 0
E_tot = -153711.7610 eV
multiplicity = 4
E_HOMO (spin up / spin down) = -2.866 / -6.709 eV

***

Record 2
Below is a molecular structure, C22H35ClGe2N3O4Yb in a non-equilibrium geometry, with properties calculated with ωB97M-V/def2-TZVPD.

Last column: natural (NBO) charge in e.
Geometry (Å):
1 H 0.22605 -1.33945 -2.95908  0.21
2 H -3.54851 -3.10101 1.54911  0.21
3 H -2.86826 -0.90953 3.28559  0.39
4 H 6.16652 2.48383 1.39952  0.22
5 H -1.48863 -3.31047 3.82789  0.20
6 H 5.01446 0.11140 -2.10749  0.23
7 N -3.06310 -1.29689 2.37088  -0.90
8 C -1.78617 4.27258 -2.33229  -0.19
9 C -3.18532 -2.76048 2.49768  -0.24
10 H -5.64238 1.26593 -0.91578  0.24
11 C -1.87426 -3.40577 2.74978  -0.24
12 C -4.14439 -0.20306 -0.49625  0.74
13 Ge 2.41596 -0.22899 -1.86779  1.08
14 C 4.16873 0.08018 -2.82476  -1.00
15 H 4.17843 -0.91037 -3.29377  0.22
16 C 0.49474 0.39439 2.16507  0.67
17 N -1.31112 -3.04864 -0.95497  -0.90
18 C -0.63077 3.86751 -2.91811  -0.20
19 H -6.18266 -0.51878 -0.92728  0.24
20 H 4.50944 1.12984 0.02339  0.21
21 H 4.25652 0.74297 -3.64681  0.24
22 N -0.79184 -2.90615 1.87547  -0.68
23 Yb -1.75144 -0.86976 0.40996  1.43
24 H 0.31933 -4.77029 1.45466  0.21
25 H 1.40214 3.71588 1.51543  0.22
26 H -2.22895 -4.47730 0.37130  0.21
27 C 2.47638 3.49377 1.35805  -0.19
28 H -1.88753 -4.50449 2.65390  0.21
29 H 0.55461 -3.36950 0.32701  0.22
30 O -3.24266 0.67770 -0.29359  -0.79
31 C -2.16634 3.70656 -1.07794  -0.21
32 H 3.83164 -2.13380 -0.80848  0.25
33 C 0.20932 2.96459 -2.28708  -0.21
34 H 2.67919 -1.60891 0.45873  0.23
35 C -1.26637 2.86832 -0.41544  -0.12
36 Cl -5.96751 0.31687 1.28269  -0.03
37 H -0.16458 -2.56055 2.60265  0.39
38 H -2.12519 -2.99253 -1.48341  0.39
39 H 3.10279 4.99363 2.78815  0.23
40 C -5.52493 0.26746 -0.43631  -0.47
41 O -3.92920 -1.39702 -0.53099  -0.72
42 C 2.83132 2.38467 0.55635  -0.52
43 H -1.04255 -5.17554 -0.61300  0.22
44 C 1.27325 -1.04082 -3.30923  -1.06
45 C 4.79931 3.85267 2.11512  -0.18
46 C 5.12415 2.71169 1.39646  -0.20
47 O -0.41501 0.00537 2.82256  -0.56
48 H 2.07817 -2.58240 -1.03053  0.22
49 H 1.12130 -0.34751 -4.14893  0.24
50 H -2.45116 5.03062 -2.76291  0.23
51 H -0.67482 -3.01048 -1.73713  0.38
52 C 2.78665 -1.80894 -0.67663  -1.06
53 C -0.02849 2.50325 -1.03972  -0.50
54 H -3.12497 3.80685 -0.69631  0.22
55 H 5.56959 4.37361 2.65090  0.23
56 O 0.41067 0.39126 0.80718  -0.88
57 H -0.27841 4.23759 -3.86173  0.22
58 C -1.18983 -4.28093 -0.03653  -0.23
59 H 1.76649 -1.97311 -3.78611  0.25
60 H 1.07578 2.61763 -2.81441  0.20
61 C 3.45485 4.20360 2.14590  -0.20
62 C -0.13880 -3.88894 0.94944  -0.24
63 C 4.21993 2.08152 0.56654  -0.19
64 H -3.85009 -0.73981 2.07880  0.41
65 H 1.43214 0.88540 2.55018  0.15
66 H -1.50421 2.57717 0.61543  0.20
67 H -3.92856 -2.95579 3.23716  0.21
68 Ge 1.44915 1.41173 -0.36816  1.42

Values from the calculation:
energy above the lowest of the compared OMol25 structures with the same formula, charge and spin = 11.2 kcal/mol
frontier orbital gap = 7.211 eV
total charge = +1
E_tot = -193123.2585 eV
E_HOMO = -9.312 eV

***

Record 3
Below is a molecular structure, C22H35CoNO3P2S in a non-equilibrium geometry, with properties calculated with ωB97M-V/def2-TZVPD.

Last column: natural (NBO) charge in e.
Geometry (Å):
1 C 0.96713 -1.52954 4.66904  -0.21
2 H 3.94890 2.97900 0.35926  0.19
3 C 1.66314 2.97797 -3.25195  -0.74
4 C 3.20539 4.45187 -1.60434  -0.96
5 C 1.66197 -2.93126 2.32675  -0.16
6 C -3.06316 -4.35841 -1.11740  -0.45
7 H -2.29446 3.88571 -2.06688  0.23
8 H -0.25661 0.61951 -2.85080  0.25
9 C 3.78051 1.44652 -2.01139  -0.98
10 H -1.71549 0.67300 -1.87053  0.24
11 H 3.95441 4.59716 -2.39575  0.24
12 C -3.24658 -3.20024 1.49802  -0.16
13 C 1.60292 -1.53010 2.31170  -0.16
14 H -3.18959 -5.01814 -1.99085  0.22
15 H 1.89925 -3.43267 1.38433  0.24
16 H -2.70695 -5.03546 -0.32716  0.21
17 H 3.64295 4.70021 -0.64066  0.24
18 O -0.20073 1.30868 3.41822  -0.93
19 C 1.25718 -0.86456 3.47218  -0.23
20 H -0.35818 3.64225 -3.70909  0.23
21 H 4.67832 1.57260 -1.39440  0.25
22 H 2.29253 3.55413 -3.93635  0.23
23 H -3.28949 -0.73367 0.16248  0.21
24 C -2.04918 -3.29490 -1.39639  -0.19
25 H -1.59447 1.70714 -3.33150  0.22
26 H -1.53545 -0.44137 0.29660  0.23
27 H 4.05093 1.52831 -3.07822  0.23
28 H -5.32853 -3.12465 1.18888  0.18
29 C -1.04582 1.28674 -2.48353  -0.94
30 H -2.43581 3.23216 -0.40911  0.25
31 H -1.23529 -3.71896 -1.99444  0.20
32 H 2.38590 5.15569 -1.77769  0.24
33 C 1.66426 -0.65208 1.10436  0.63
34 H 0.69635 -0.96205 5.55715  0.23
35 C -2.30507 -1.24072 0.20976  -0.46
36 S 1.12648 0.86467 3.10960  2.28
37 C 0.37594 3.65680 -2.90130  -0.70
38 C -2.21908 -2.09839 1.47509  -0.45
39 P -0.33264 2.64580 -1.45048  0.93
40 H 3.31619 0.47324 -1.76518  0.29
41 Co 1.17576 1.93697 -0.24844  0.53
42 H -1.45639 4.68065 -0.72652  0.24
43 C 1.01854 -2.94501 4.66872  -0.20
44 H 3.34986 1.61356 1.29790  0.24
45 O 2.28006 1.56327 3.61277  -0.93
46 H 1.52614 1.98155 -3.67814  0.22
47 C -4.34845 -3.32389 0.74207  -0.15
48 H 0.49907 4.69594 -2.56581  0.22
49 H 0.76209 -3.50571 5.56621  0.22
50 H -1.66757 -1.28731 -1.79922  0.19
51 C 1.36043 -3.63811 3.49508  -0.21
52 H -3.09215 -3.92194 2.32723  0.18
53 P 2.55994 2.72830 -1.57141  1.13
54 N 1.27684 0.62739 1.41115  -0.99
55 C 3.01570 2.49913 0.74250  -0.95
56 O 1.97872 -1.01687 -0.04585  -0.67
57 H -5.13633 -4.72301 -0.62887  0.21
58 H -1.20874 -2.52175 1.55276  0.22
59 H 1.35978 -4.72989 3.47368  0.22
60 C -1.98958 -1.98624 -1.04792  -0.18
61 C -4.45393 -3.85511 -0.65893  -0.45
62 H 2.45893 3.17478 1.43651  0.23
63 C -1.76894 3.71440 -1.12257  -0.94
64 H -2.37238 -1.42718 2.32845  0.22
65 H -4.89550 -3.12595 -1.34936  0.22

Values from the calculation:
energy above the lowest of the compared OMol25 structures with the same formula, charge and spin = 59.0 kcal/mol
frontier orbital gap (spin up / spin down) = 6.821 / 8.178 eV
total charge = 0
E_tot = -98047.5164 eV
multiplicity = 4
E_HOMO (spin up / spin down) = -6.460 / -7.857 eV